(1)
ORCA calculation (ωB97M-V with the def2-TZVPD basis set) on a molecular structure, C15H24N4O2S at a distorted geometry.

The geometry in XYZ format:
```
46
Properties=species:S:1:pos:R:3:forces:R:3:lowdin_charge:R:1
S -3.83867 1.02676 -0.08499 -10.35 0.42 -7.88 1.168
O -2.25529 2.89753 -1.26670 3.84 0.66 5.32 -0.060
O 1.05013 1.65257 1.73055 2.99 -1.93 -2.26 -0.017
N -2.74737 0.15077 1.68813 0.57 -3.44 5.94 -0.026
N -1.42842 1.73992 0.72555 -2.73 3.41 -4.24 0.138
N -3.97627 -0.64133 1.90518 1.64 4.03 -5.34 0.091
N 2.89115 1.05613 0.33003 -5.90 -2.35 12.92 -0.035
C 3.69803 -1.50121 -0.13539 -0.14 -0.37 -7.70 -0.392
C 3.35910 0.13842 1.56871 2.76 0.88 -3.82 0.017
C 4.36667 -0.21881 -0.68647 5.15 -1.49 -2.72 -0.222
C -1.36857 2.85262 -0.28467 -3.20 -6.42 -3.44 -0.285
C -4.69018 -0.24318 0.81129 1.90 -0.82 2.05 -0.539
C -5.00967 -2.59823 -0.89317 -4.67 -4.49 -5.29 -0.096
C 3.27932 -1.35132 1.26956 7.80 2.32 -1.07 -0.106
C 1.12306 2.45355 -0.49879 9.02 0.17 1.53 -0.155
C -5.94362 -0.91069 0.31527 -2.66 6.90 12.12 -0.345
C 3.49943 0.92563 -0.73206 3.14 0.49 -13.72 -0.379
C 4.61991 -2.63162 -0.69308 0.73 -2.17 11.17 -0.087
C -5.85284 -1.41622 -0.91213 -5.34 -1.32 -7.26 -0.386
C 1.70971 1.51613 0.62539 -4.80 6.23 1.53 -0.304
C 0.03216 3.21754 -0.39396 -5.31 11.82 3.22 -0.234
C -2.62614 1.02642 0.77588 6.87 -1.04 6.16 -0.852
H 4.18464 -3.64397 -0.05750 0.87 2.28 -1.37 0.132
H 4.04237 1.80538 -1.10053 0.33 0.35 0.35 0.134
H -5.17614 -3.40763 -0.24585 -0.50 -0.34 1.68 0.077
H 4.85907 -3.18030 -1.49914 0.37 -0.26 -3.99 0.004
H -6.29748 -1.50164 1.27934 0.91 0.17 -2.45 0.152
H -6.97182 -1.76905 -1.13751 2.12 0.82 -0.28 0.162
H 4.82516 -0.37355 -1.80571 -1.39 0.00 2.57 0.169
H 4.05079 -1.92793 1.80257 -0.44 0.29 0.69 0.142
H 2.65866 0.33626 2.23856 -2.40 1.44 3.45 0.054
H -5.14898 -3.20132 -1.93490 0.66 1.62 1.98 0.143
H 5.59741 -2.52091 0.05477 -1.67 -0.35 -2.35 0.125
H 2.85516 0.76463 -1.85321 0.69 0.19 3.21 0.206
H 4.34259 0.65539 1.67114 -0.62 -1.33 0.97 0.152
H 2.00744 3.14096 -0.96586 -1.77 -1.83 1.22 0.199
H -0.81182 1.79800 1.49707 0.71 -0.31 1.04 0.086
H 0.15200 3.81364 0.58246 -0.15 -0.65 -0.35 0.163
H 0.90881 1.82475 -1.16482 -0.97 -5.40 -6.32 0.050
H -6.85408 0.13765 0.73746 2.10 -2.71 -2.23 0.214
H -5.57261 -0.58322 -1.69782 -0.37 -1.94 1.28 0.158
H 5.40311 0.09610 -0.18966 -2.12 -1.10 -0.23 0.159
H 2.82109 -1.75433 -0.90414 0.80 1.36 1.85 0.179
H 2.41021 -1.71534 1.36509 -6.55 -2.63 1.35 0.057
H -0.03491 4.28900 -0.97993 0.68 -2.93 0.28 0.195
H -4.14233 -2.22399 -0.85601 7.39 1.75 0.44 -0.005
```
Positions in Å, forces in eV/Å.

DFT total energy = -1353.11569 Eh
F_max = 0.2799 hartree/bohr
orbital gap = 8.850 eV
ΔE to the lowest compared entry with this formula, charge and spin = 17.401 eV
HOMO level = -8.455 eV

=====

(2)
ORCA calculation (ωB97M-V with the def2-TZVPD basis set) on a single C25H29N5O5S molecule at a distorted geometry.

The geometry in XYZ format:
```
65
Properties=species:S:1:pos:R:3:forces:R:3:lowdin_charge:R:1
S 3.40934 -0.63194 -0.83470 0.30 0.28 0.12 1.126
O -1.74053 -0.26956 1.20666 -0.10 -0.03 -0.19 0.060
O 2.24413 2.55867 1.22519 0.03 0.11 0.04 0.052
O -4.75412 1.51090 -0.73405 0.08 0.26 0.10 -0.102
O -0.38421 2.39916 -1.46387 0.26 0.04 -0.28 0.076
O 7.51469 1.67972 0.12393 -0.03 0.19 0.12 0.049
N 5.01749 -0.57683 -0.99948 0.40 0.09 -0.03 -0.261
N 7.69955 -0.20228 -1.11875 0.15 -0.13 -0.10 0.173
N 0.92902 0.89778 0.44557 -0.39 0.26 0.05 0.042
N 4.96592 2.37711 1.01919 0.14 0.49 0.21 0.172
N -2.23530 2.59630 -0.18655 -0.35 0.02 0.08 0.104
C 0.97127 -1.50853 0.83955 -0.06 0.13 -0.01 -0.241
C 5.54990 0.45422 -0.37620 -0.71 -0.11 -0.03 -0.261
C 3.32310 0.80145 0.14058 0.62 -0.35 -0.34 -0.299
C -3.31127 0.99264 -2.56644 -0.12 -0.02 0.09 -0.107
C -0.96081 2.23052 -0.41141 -0.06 0.01 0.42 -0.422
C -3.50183 -0.23297 -1.67215 -0.16 0.11 0.13 -0.148
C -2.31609 -0.12083 3.34562 -0.10 -0.36 -0.41 -0.009
C 1.52797 -1.30014 2.21434 -0.03 0.01 -0.01 -0.007
C 0.18690 -3.01718 -0.89326 -0.03 0.01 0.00 -0.267
C 7.00084 0.71559 -0.42136 0.42 -0.28 -0.22 -0.487
C -1.15208 0.84217 1.71134 0.18 0.65 0.80 -0.243
C 4.61995 1.30142 0.30610 -0.58 -0.39 -0.03 -0.270
C 2.14333 1.47903 0.64394 -0.01 0.16 0.08 -0.423
C -3.15079 -2.12499 1.90267 0.05 0.17 -0.08 0.000
C -1.48160 0.97890 3.02836 0.16 0.04 -0.68 0.001
C -0.09169 -4.41413 -1.35736 0.07 0.00 -0.03 -0.046
C -2.43693 -0.85517 2.20285 -0.25 -0.03 0.80 -0.304
C -3.08044 3.16615 -1.20758 -0.37 -0.12 -0.21 -0.106
C 0.24295 -0.64796 -1.29936 0.06 0.04 0.03 -0.026
C -0.02959 -1.93144 -1.73073 0.00 -0.01 0.05 -0.032
C 0.69111 -2.78573 0.37959 -0.01 0.10 -0.03 -0.003
C -4.03664 2.11966 -1.80256 0.30 0.44 -0.20 -0.300
C -4.80086 0.11602 -0.94870 0.01 -0.38 -0.11 -0.188
C -0.25653 1.65011 0.83358 0.12 -0.09 -0.08 -0.089
C 0.73725 -0.42895 -0.02027 0.06 -0.43 -0.16 -0.281
H -0.40984 -5.04398 -0.52959 -0.03 -0.08 0.02 0.077
H -4.23063 -1.98250 1.93223 -0.05 -0.03 -0.05 0.080
H -1.16359 1.76021 3.68811 0.14 0.21 0.08 0.117
H 7.20893 -0.96129 -1.55908 0.03 -0.01 -0.02 0.090
H -5.67111 -0.13884 -1.57236 0.05 -0.02 0.08 0.124
H 0.81400 -4.84875 -1.78101 0.01 -0.10 -0.04 0.086
H 4.21789 2.96770 1.35389 0.11 -0.05 -0.03 0.092
H -3.57883 -1.16052 -2.23456 0.02 -0.09 -0.03 0.113
H -3.66579 3.97456 -0.76223 0.06 0.00 -0.07 0.127
H -2.89161 -2.88618 2.63574 0.01 -0.07 -0.02 0.085
H 1.14620 -0.38511 2.66289 -0.01 0.02 0.06 0.083
H 2.61485 -1.21843 2.16733 0.09 0.03 0.05 0.086
H 1.27926 -2.13952 2.85921 0.00 -0.04 0.05 0.086
H -0.86037 -4.42281 -2.12643 -0.05 -0.06 -0.05 0.076
H -2.68211 -0.31880 -0.95966 -0.05 -0.04 -0.02 0.082
H -3.78046 0.83688 -3.53785 0.02 0.02 -0.02 0.115
H -2.75844 -0.33638 4.29631 -0.13 -0.13 0.18 0.110
H 0.12129 2.51170 1.40523 -0.22 -0.23 -0.09 0.168
H -0.41640 -2.08880 -2.72672 -0.05 -0.03 -0.12 0.116
H -2.69825 2.31031 0.66269 0.16 -0.05 0.01 0.143
H -4.90850 -0.36344 0.02505 -0.03 -0.03 -0.03 0.110
H -2.26309 1.23385 -2.72184 0.06 0.03 -0.07 0.100
H 0.08200 0.19772 -1.94853 0.00 0.12 -0.04 0.114
H 0.86295 -3.62545 1.03862 0.02 -0.11 0.09 0.123
H -2.86513 -2.46989 0.91218 -0.01 -0.11 -0.06 0.082
H 5.93121 2.67078 0.97335 -0.11 -0.01 0.02 0.092
H 8.69439 -0.10126 -1.22329 -0.08 0.05 0.04 0.114
H -2.43645 3.56643 -1.99250 -0.11 0.04 0.06 0.130
H -4.74575 2.64290 -2.46150 0.09 -0.06 0.09 0.146
```
Positions in Å, forces in eV/Å.

DFT total energy = -2018.31358 Eh
F_max = 0.0203 hartree/bohr
orbital gap = 8.141 eV
ΔE to the lowest compared entry with this formula, charge and spin = 0.000 eV
HOMO level = -7.944 eV
SMILES = Cc1ccc(N(C(=O)c2snc(C(N)=O)c2N)[C@@H](C(=O)NC[C@H]2CCCO2)c2ccc(C)o2)c(C)c1